Below is C34H40N5O2P2Sr as an isolated structure at a distorted geometry, with properties calculated with the ωB97M-V functional and the def2-TZVPD basis.

Computed properties:
energy relative to the best compared isomer or geometry (same formula, charge and spin): 44.69 kJ/mol
E_HOMO: -4.46 eV
orbital gap: 6.93 eV
total charge: -1
strongest force on any atom: 1.3 eV/Å

```
84
Properties=species:S:1:pos:R:3:forces:R:3
Sr 0.0181 -0.1893 1.1104 -0.444 0.103 -0.196
C 3.6440 1.6244 1.9534 -0.002 0.060 0.000
C 4.0369 1.0424 0.5892 0.074 0.042 0.136
C 5.0002 1.9908 -0.1157 0.087 0.040 -0.018
P 2.4831 0.5672 -0.2880 -0.019 0.254 -0.432
C 2.9380 -0.8117 -1.4371 0.068 0.006 -0.057
C 1.7468 -1.1147 -2.3468 -0.068 -0.021 -0.049
C 4.2301 -0.7134 -2.2426 0.069 -0.052 -0.090
C 1.9523 1.9785 -1.3201 0.055 0.043 0.025
C 2.7398 2.4596 -2.3719 0.057 -0.085 0.073
C 2.3639 3.5198 -3.1752 -0.142 0.005 0.097
C 1.1386 4.1283 -2.9011 0.005 0.015 -0.004
C 0.3318 3.6894 -1.8740 0.087 -0.064 -0.070
C 0.6858 2.5879 -1.0445 -0.202 -0.164 0.271
N -0.1588 2.0699 -0.0894 -0.074 0.507 -0.224
C -1.2472 2.8548 0.3306 0.363 -0.203 -0.206
C -1.0845 4.1841 0.7586 0.009 0.070 -0.015
C -2.1564 4.9622 1.1509 0.037 -0.034 0.007
C -3.4452 4.4357 1.1519 0.081 -0.054 -0.033
C -3.6187 3.1109 0.7875 0.014 -0.055 0.008
C -2.5473 2.3040 0.3940 -0.041 -0.043 -0.006
P -2.6791 0.4980 0.0960 -0.380 0.319 -0.187
C -4.2724 0.0428 0.9466 -0.066 -0.010 0.054
C -5.5465 0.1273 0.1098 -0.085 0.001 -0.008
C -4.1554 -1.3318 1.6111 -0.016 -0.042 -0.025
C -3.0633 0.3382 -1.7094 -0.032 -0.024 -0.017
C -2.0602 1.1045 -2.5662 0.031 -0.038 -0.072
C -3.0865 -1.1403 -2.1043 0.054 -0.044 -0.004
H 4.5352 1.8677 2.5384 -0.012 -0.003 -0.023
H 3.0355 0.9347 2.5396 0.009 -0.031 -0.031
H 3.0687 2.5472 1.8264 0.013 -0.029 -0.016
H 4.5303 0.0780 0.7567 0.019 -0.010 0.026
H 4.5181 2.9459 -0.3340 -0.011 -0.029 0.019
H 5.3886 1.5922 -1.0535 -0.035 0.000 0.021
H 5.8536 2.1904 0.5396 -0.004 0.000 -0.027
H 3.0454 -1.6437 -0.7344 0.029 -0.044 0.018
H 1.5614 -0.2928 -3.0433 0.030 -0.002 0.017
H 0.8235 -1.2903 -1.7849 0.062 0.024 0.048
H 1.9363 -2.0203 -2.9302 0.020 0.028 0.008
H 4.1796 0.0526 -3.0194 -0.032 -0.031 0.047
H 4.4181 -1.6667 -2.7468 -0.007 0.011 0.014
H 5.0948 -0.5076 -1.6100 -0.035 -0.012 0.001
H 3.6945 1.9849 -2.5589 -0.029 0.031 0.010
H 2.9993 3.8624 -3.9811 -0.008 0.006 0.005
H 0.8011 4.9620 -3.5087 0.006 -0.016 0.008
H -0.6169 4.1823 -1.7123 -0.007 -0.007 0.001
H -0.0818 4.5951 0.7658 -0.014 0.009 -0.004
H -1.9856 5.9847 1.4703 -0.006 -0.029 -0.013
H -4.2921 5.0396 1.4515 0.000 -0.010 0.000
H -4.6168 2.6912 0.8176 -0.006 0.008 0.005
H -4.3482 0.7877 1.7426 0.024 -0.037 0.075
H -5.5442 -0.6035 -0.7027 -0.001 0.019 0.044
H -5.6990 1.1134 -0.3331 0.020 -0.013 0.012
H -6.4117 -0.0917 0.7433 0.018 0.008 -0.036
H -4.0259 -2.1303 0.8779 0.000 0.040 -0.001
H -5.0575 -1.5418 2.1943 0.022 0.004 -0.019
H -3.2973 -1.3837 2.2814 0.005 0.023 0.002
H -4.0559 0.7668 -1.8691 0.001 0.043 -0.052
H -1.0416 0.7348 -2.4237 -0.038 -0.013 0.008
H -2.0499 2.1703 -2.3387 -0.020 -0.015 0.017
H -2.3178 0.9816 -3.6229 0.016 0.018 0.018
H -2.0919 -1.5818 -2.0049 -0.012 0.032 0.003
H -3.4039 -1.2421 -3.1465 0.009 -0.008 0.022
H -3.7515 -1.7451 -1.4843 -0.009 0.072 -0.001
O -1.5078 -2.7279 0.4228 0.147 -0.021 0.064
C -0.4150 -3.2344 0.6750 0.170 0.174 -0.072
N 0.7214 -2.5186 0.9292 0.438 -1.236 -0.059
C 1.7632 -3.4076 1.1469 -0.327 0.105 -0.129
O 2.9233 -3.1277 1.3655 0.073 0.085 -0.003
C 1.2232 -4.8175 1.0275 0.261 0.078 0.049
C 1.8415 -6.0431 1.1459 -0.001 -0.085 0.006
C 1.0550 -7.1779 0.9520 -0.072 0.043 -0.020
C -0.3021 -7.0681 0.6457 0.087 0.056 0.025
C -0.9091 -5.8182 0.5276 -0.026 -0.100 0.017
C -0.1142 -4.7101 0.7281 -0.292 0.157 -0.051
H 2.8959 -6.1125 1.3830 -0.020 -0.002 -0.006
H 1.5017 -8.1607 1.0390 -0.014 -0.001 -0.001
H -0.8887 -7.9670 0.5007 0.011 0.004 0.000
H -1.9617 -5.7159 0.2919 0.039 -0.002 0.006
N 1.6575 -0.6847 7.5688 -0.058 0.064 -0.058
C 1.0314 -0.1831 6.7307 -0.001 -0.090 -0.247
N 0.2742 0.4524 5.8602 -0.101 0.198 0.216
C 0.1930 0.2434 4.6063 0.125 -0.196 -0.054
N 0.0352 0.1357 3.4475 0.023 0.197 1.139
```
Positions in Å, forces in eV/Å.


Below is one molecule with the formula C5H9N at a distorted geometry, with properties calculated with the ωB97M-V functional and the def2-TZVPD basis.

Computed properties:
energy relative to the best compared isomer or geometry (same formula, charge and spin): 640.02 kJ/mol
E_HOMO: -8.11 eV
orbital gap: 9.24 eV
strongest force on any atom: 7.0 eV/Å
SMILES: C1C[C@H]2N[C@@H]2C1

```
15
Properties=species:S:1:pos:R:3:forces:R:3
C -0.0784 0.3018 -1.2873 -1.769 -4.313 -5.192
C -0.5246 -1.2712 -0.4936 5.254 3.865 1.992
C -0.6028 -0.6779 0.9145 3.130 0.628 -0.370
N 0.4357 -0.5401 1.9421 -0.421 -0.035 4.743
C 0.7363 0.1602 0.7890 0.152 2.274 -0.540
C 0.3128 1.2932 -0.2993 -1.034 -0.447 2.811
H 0.6137 -0.0345 -2.1425 -0.453 0.732 1.464
H -0.9742 0.7165 -1.8674 0.969 -0.949 0.560
H -1.4145 -1.5829 -0.8034 -3.349 -1.936 -1.821
H 0.4276 -1.9239 -0.4960 -2.041 0.632 -0.504
H -1.1719 0.1375 1.2558 -2.526 0.435 -1.218
H 0.0258 -0.0730 2.8965 1.291 -1.342 -3.143
H 1.7227 -0.1039 0.3619 -0.766 -0.903 0.083
H 1.2308 1.8471 -0.5028 -0.693 0.557 -0.225
H -0.7391 1.7511 -0.2676 2.257 0.802 1.359
```
Positions in Å, forces in eV/Å.


Below is C3H8S2 as an isolated structure at a distorted geometry, with properties calculated with the ωB97M-V functional and the def2-TZVPD basis.

Computed properties:
energy relative to the best compared isomer or geometry (same formula, charge and spin): 84.92 kJ/mol
E_HOMO (spin up / spin down): -2.17 / -3.40 eV
orbital gap (spin up / spin down): 6.13 / 6.98 eV
total charge: -1
⟨S²⟩: 0.755
spin multiplicity: 2
strongest force on any atom: 3.0 eV/Å

```
13
Properties=species:S:1:pos:R:3:forces:R:3
C -0.4990 0.0825 0.5723 2.723 0.312 -1.200
C -0.2711 -1.4399 0.5036 -1.497 -0.176 2.064
C 0.9664 0.7259 0.3301 -1.430 -0.825 -0.881
S 1.3955 0.9017 -1.4336 0.801 0.069 0.328
S -0.9263 1.9914 -2.2085 -0.473 1.655 -0.204
H -1.1891 0.4348 -0.1667 -0.043 -0.058 -0.952
H -0.9210 0.6098 1.3998 -0.113 -0.689 1.614
H -0.9672 -2.0090 1.1318 -0.544 0.209 0.014
H 0.6461 -1.7483 0.9794 0.746 0.170 -0.231
H -0.3763 -1.9209 -0.4449 0.252 0.290 -0.924
H 1.1198 1.6588 0.8473 -0.117 0.356 0.234
H 1.6862 -0.0181 0.6628 0.106 0.175 0.474
H -0.6639 0.7313 -2.1734 -0.412 -1.488 -0.334
```
Positions in Å, forces in eV/Å.


Below is a 2-piece molecular cluster, H4I2Si2 overall at a distorted geometry, with properties calculated with the ωB97M-V functional and the def2-TZVPD basis.

Computed properties:
energy relative to the best compared isomer or geometry (same formula, charge and spin): 183.73 kJ/mol
E_HOMO: -8.59 eV
orbital gap: 7.29 eV
strongest force on any atom: 2.6 eV/Å

```
8
Properties=species:S:1:pos:R:3:forces:R:3
Si 0.0639 0.7952 1.0494 1.324 -1.941 -1.072
Si -0.8742 -1.2604 -1.1440 0.405 2.181 1.023
I 0.4622 -0.1060 3.3084 -0.234 0.029 -0.235
I -1.4657 0.5726 -2.6893 0.462 0.213 -0.350
H -0.8247 1.9653 1.2342 0.128 -0.106 -0.379
H 1.5773 1.0007 0.6022 -1.785 0.170 0.170
H 0.0706 -2.2734 -1.6569 0.209 0.206 0.068
H -2.2217 -1.7500 -1.2962 -0.508 -0.751 0.775
```
Positions in Å, forces in eV/Å.


Below is C10H18Cl2InN2O2P as an isolated structure at a distorted geometry, with properties calculated with the ωB97M-V functional and the def2-TZVPD basis.

Computed properties:
E_HOMO: -15.75 eV
orbital gap: 7.38 eV
total charge: +2
strongest force on any atom: 6.9 eV/Å

```
36
Properties=species:S:1:pos:R:3:forces:R:3
C 0.7107 -0.6355 -3.9335 -0.585 -0.065 0.495
C 0.7109 -0.3239 -2.4514 3.562 -1.069 0.833
H 1.5387 -1.2812 -4.2342 -0.067 0.202 0.300
H 0.7060 0.2776 -4.5265 0.146 0.205 0.107
H -0.2556 -1.1004 -4.1413 0.140 -0.167 -0.180
O 1.6496 -0.4730 -1.6710 -3.037 0.554 -1.715
Cl -0.8688 0.2370 -1.8747 -0.167 1.086 -0.182
In -0.5232 0.5238 1.4770 -0.804 0.656 -1.657
P -1.3297 -1.9490 0.3383 -1.352 -0.867 0.199
C -0.5060 -3.3818 1.1023 0.385 0.491 0.231
C -3.0590 -2.0960 0.9345 0.514 0.480 0.137
H -2.0351 -1.9029 -2.0179 0.016 -0.553 0.275
H -2.1676 -3.5380 -1.2938 0.251 0.202 0.202
H -0.5682 -2.8886 -1.7957 -0.249 0.008 0.104
C -1.5456 -2.6357 -1.3622 0.309 0.729 -0.450
H -3.6438 -1.2481 0.5678 -0.058 -0.184 -0.025
H -3.4602 -3.0409 0.5593 -0.077 0.158 0.224
H -1.1322 -4.2641 0.9172 0.228 0.185 0.117
H -0.3885 -3.2053 2.1744 -0.045 -0.284 0.002
H -3.0525 -2.0511 2.0266 -0.192 -0.153 -0.076
H 0.4885 -3.5141 0.6572 -0.244 -0.151 0.081
C 1.3701 -0.8320 1.5278 6.216 -2.977 -0.026
O 2.3604 -1.4407 1.4235 -5.297 3.028 0.431
Cl -2.2254 1.4649 2.8023 1.135 -0.623 -0.638
C 1.8610 2.4681 2.7125 0.279 0.353 0.430
C 1.7552 2.6726 1.2444 0.272 0.976 0.352
N 0.8395 2.1696 0.4259 0.469 -0.924 0.509
C 1.1703 2.6489 -0.8412 0.016 0.195 -0.312
C 2.2309 3.5099 -0.7657 -0.581 -0.320 0.211
N 2.5827 3.5133 0.5702 -0.055 -0.094 0.523
H 2.8970 2.2498 2.9749 -0.019 -0.063 0.076
H 1.5729 3.3681 3.2671 0.012 -0.047 -0.154
H 1.2499 1.6688 3.1446 -0.064 -0.070 -0.291
H 0.6394 2.3007 -1.7003 -0.132 0.289 -0.176
H 2.7353 4.1375 -1.5083 -0.324 -0.512 0.397
H 3.2971 4.1220 0.9998 -0.601 -0.675 -0.355
```
Positions in Å, forces in eV/Å.


Below is a 16-piece molecular cluster, C4H30BO23 overall at a distorted geometry, with properties calculated with the ωB97M-V functional and the def2-TZVPD basis.

Computed properties:
energy relative to the best compared isomer or geometry (same formula, charge and spin): 357.44 kJ/mol
E_HOMO: -8.13 eV
orbital gap: 9.22 eV
total charge: -1
strongest force on any atom: 7.8 eV/Å

```
58
Properties=species:S:1:pos:R:3:forces:R:3
O -2.4236 -1.8373 2.6289 2.158 1.766 0.914
C -1.5656 -1.0003 2.2919 -4.191 -4.884 -0.321
O -0.4286 -1.3673 1.8309 1.841 0.775 -0.233
B 0.0624 -0.2143 1.0479 0.846 0.277 -0.019
O -1.0266 0.7797 1.1139 3.311 0.223 -2.978
C -1.9366 0.3297 1.8349 -3.102 3.661 4.040
O -2.8156 1.0497 2.3089 0.188 -1.841 -0.692
O 0.4744 -0.6223 -0.3111 -4.295 -0.070 1.026
C 1.6904 -0.3513 -0.4521 2.914 -3.483 -3.207
O 2.3844 -0.7993 -1.3441 -1.031 1.084 0.187
C 2.1604 0.2927 0.7119 5.819 4.929 -1.519
O 1.3274 0.3937 1.5989 -4.851 -0.939 3.759
O 3.1494 1.0157 0.6499 0.340 -1.131 0.684
O -0.6096 3.5567 0.8109 0.995 -1.400 -3.166
H -0.2646 2.6447 0.6169 -0.409 1.675 0.320
H -0.8456 3.5687 1.7069 -0.454 0.116 2.327
O -4.5756 -2.7593 1.5099 -0.007 -0.592 -0.899
H -4.1716 -3.4243 0.9159 -0.392 0.483 0.644
H -3.8246 -2.3003 1.9169 -0.379 -0.147 0.069
O -1.9246 0.8117 -1.9101 -0.307 -0.909 0.199
H -2.1816 -0.0473 -1.4941 0.663 1.023 -0.710
H -0.9916 0.7617 -2.1711 -0.363 -0.151 0.458
O -0.2366 -2.6043 -1.9261 -1.101 -2.033 0.230
H -0.0396 -1.7523 -2.2291 0.518 1.774 -0.476
H 0.2434 -2.7193 -1.0951 0.322 -0.103 -0.418
O 3.1284 -3.9203 -1.6391 -0.370 -2.024 -1.293
H 3.6324 -3.1653 -1.5041 2.169 2.526 -0.562
H 2.6854 -3.8843 -0.8241 -1.625 -0.426 1.672
O -2.0186 3.7327 3.0289 0.446 1.694 0.407
H -2.2596 2.8367 3.1359 -0.568 -1.767 0.250
H -2.7856 4.1097 2.5949 -0.036 0.149 -0.109
O 2.2024 -1.7673 -4.3571 1.401 0.116 -0.491
H 1.5464 -1.1413 -4.1201 -0.799 0.986 0.446
H 1.7214 -2.5663 -4.4811 -0.497 -1.168 0.016
O -5.2146 3.1377 2.6839 -1.699 1.031 2.899
H -4.7976 3.8257 2.2309 0.866 1.525 -1.354
H -5.0546 2.3747 2.2119 0.629 -2.543 -1.478
O -3.3616 2.9007 0.1489 -1.995 0.706 -0.982
H -3.8756 2.1967 0.5419 0.526 -0.222 0.127
H -2.4976 2.9517 0.5179 1.474 -0.172 0.540
O 0.8824 -3.9433 0.2059 1.796 0.858 0.261
H 1.0614 -4.8313 -0.0711 -0.209 -0.717 -0.275
H -0.0476 -3.8533 0.3689 -1.401 -0.439 0.404
O 4.9824 1.6087 -1.2301 -0.130 -1.032 1.158
H 5.4764 0.7767 -1.2421 0.442 0.173 -0.900
H 4.4214 1.3167 -0.4681 -0.123 0.962 -0.704
O 0.9424 2.2057 -1.4131 -0.210 -0.079 -0.306
H 1.3954 1.8567 -2.1811 0.482 -0.268 -0.149
H 0.6474 3.0657 -1.7341 -0.169 0.183 0.500
O 2.4524 3.8367 0.9709 -0.837 -0.214 0.305
H 3.0984 4.5247 0.8659 0.623 -0.019 -0.255
H 2.7804 2.9887 0.6449 0.367 0.333 0.018
O -1.7266 -3.8363 0.7539 0.432 -1.716 -0.436
H -2.0916 -3.1893 0.1849 -0.551 1.026 -1.193
H -1.6916 -3.4173 1.5949 -0.138 0.584 1.500
O 4.6194 -1.3423 -2.5021 0.814 -0.530 -0.398
H 3.7874 -1.0003 -2.1831 -0.274 0.452 0.387
H 4.3284 -1.7933 -3.3001 0.135 -0.072 -0.219
```
Positions in Å, forces in eV/Å.


Below is one molecule with the formula C2H3Br2NO2 at a distorted geometry, with properties calculated with the ωB97M-V functional and the def2-TZVPD basis.

Computed properties:
energy relative to the best compared isomer or geometry (same formula, charge and spin): 305.52 kJ/mol
E_HOMO (spin up / spin down): -9.45 / -10.68 eV
orbital gap (spin up / spin down): 6.15 / 8.52 eV
strongest force on any atom: 4.3 eV/Å

```
10
Properties=species:S:1:pos:R:3:forces:R:3
C -0.6238 0.4263 0.8276 -1.406 3.622 1.782
C 0.3451 0.2007 -0.1977 0.453 0.559 -2.074
N -0.0203 0.1456 -1.6086 -0.057 -0.162 0.647
O 0.8437 -0.0574 -2.4306 0.404 -0.016 -0.315
O -1.2009 0.2885 -1.8540 -0.515 0.168 -0.062
Br 2.0968 -0.1889 0.1091 -0.089 -0.088 0.435
Br 1.0568 -2.4538 1.6680 0.237 -0.335 0.129
H -0.5470 -0.4594 1.4336 -0.822 -0.480 0.623
H -0.2571 1.3065 1.5763 -0.601 -1.913 -1.697
H -1.6933 0.7919 0.4762 2.395 -1.356 0.531
```
Positions in Å, forces in eV/Å.


Below is C3H6N2 as an isolated structure at a distorted geometry, with properties calculated with the ωB97M-V functional and the def2-TZVPD basis.

Computed properties:
energy relative to the best compared isomer or geometry (same formula, charge and spin): 416.18 kJ/mol
E_HOMO: -9.14 eV
orbital gap: 9.28 eV
strongest force on any atom: 6.4 eV/Å

```
11
Properties=species:S:1:pos:R:3:forces:R:3
C -0.3924 1.1539 -0.0195 -0.774 1.514 -0.359
C 0.8819 0.6452 0.0477 5.849 -2.470 0.390
C 1.1595 -0.7087 -0.0066 5.235 1.542 -2.686
H -2.2885 -1.1436 0.2781 -3.480 -0.781 0.769
H -0.7855 -1.0031 0.6735 -0.388 -0.182 -0.616
H -0.4382 2.1668 -0.0526 -0.067 3.226 -0.120
H 1.9153 1.3712 0.0764 -3.550 -1.820 0.239
H 2.4556 -0.9496 -0.2988 -4.138 0.559 1.440
H 0.5138 -1.4103 -0.5098 -0.124 -0.308 0.665
N -1.4803 -0.7844 -0.0661 2.909 2.348 -0.033
N -1.5413 0.6626 -0.1224 -1.472 -3.627 0.310
```
Positions in Å, forces in eV/Å.